1.
{"formula": "C18H54O13", "method": "ωB97M-V/def2-TZVPD", "species": ["H", "H", "H", "H", "H", "H", "C", "O", "H", "H", "O", "H", "H", "H", "H", "C", "C", "H", "H", "H", "H", "H", "H", "H", "C", "H", "H", "H", "H", "H", "H", "C", "H", "H", "O", "C", "H", "O", "H", "H", "H", "O", "O", "H", "H", "H", "H", "O", "H", "O", "C", "H", "C", "O", "H", "C", "C", "C", "O", "H", "H", "C", "H", "C", "O", "C", "O", "H", "H", "H", "H", "C", "H", "H", "H", "H", "C", "C", "H", "O", "H", "H", "H", "H", "C"], "positions_angstrom": [[27.3191, -0.3427, 4.9446], [26.3407, 1.0332, -3.0223], [25.9924, 5.3582, -2.7253], [20.7956, 5.2266, 1.2973], [24.6652, 2.4947, 2.5761], [20.9071, 2.2641, 3.2968], [27.3119, 5.3281, 6.6468], [28.5491, 3.0100, 0.2722], [28.1456, 6.0178, 6.7660], [26.6961, -0.4013, 1.9623], [24.5761, 3.0658, -2.9611], [24.0665, 6.4919, -3.8055], [29.2940, 5.4667, 1.1217], [22.4620, -0.3980, 0.7979], [27.1681, 1.6267, -4.4711], [24.8303, 2.6995, 0.4698], [23.2859, 2.0871, 6.1423], [25.0093, 7.9933, -3.9115], [26.8471, -1.8251, 2.9525], [27.5998, 3.0772, 0.4489], [27.7118, 4.3269, 6.8130], [22.3296, 5.8207, 1.9381], [23.1828, 3.0545, 6.6444], [28.2259, -0.7404, 2.7431], [21.7768, 4.9211, 1.6641], [21.8602, 0.8490, 5.0871], [22.6849, 3.5862, 3.0543], [21.0930, -0.4341, 2.9638], [23.9682, 3.3869, 0.4504], [26.5838, 6.0909, -4.2130], [29.0851, 6.2537, -0.4373], [21.9116, 1.4527, 5.9971], [27.4279, 5.7187, 4.5204], [21.7577, 0.7864, 6.8506], [22.1700, -1.9762, 3.7712], [26.5035, 1.9062, -3.6539], [23.7308, 3.4586, -3.1949], [20.8596, 2.4187, 5.9078], [27.0912, 6.8785, -1.6016], [25.4451, 3.8602, 5.2786], [24.4403, 1.4495, 4.7193], [25.8307, 3.1577, -0.4359], [26.0045, 3.9589, 2.0828], [23.8611, 1.4895, 6.8702], [24.4312, 1.7225, 0.1839], [26.8699, 1.0894, 4.0196], [20.3879, 2.4550, 6.7421], [25.3109, -0.1958, 4.4134], [22.3355, 4.4680, 0.8393], [26.2382, 4.1222, 4.7946], [21.6783, 3.9634, 2.8354], [26.1761, 3.9563, 3.0426], [24.8634, 7.0725, -3.3401], [20.7867, 2.9033, 2.5885], [26.1730, 1.8939, 1.9174], [26.7098, 0.0189, 4.1069], [27.1459, -0.7752, 2.8893], [25.2117, 2.5119, -4.1044], [27.1520, 7.0799, -2.5454], [25.8788, 6.1333, 5.1989], [24.5550, 7.3978, -2.3427], [28.8791, 4.1561, -0.5229], [24.5655, 1.7531, -4.5671], [28.6834, 5.4626, 0.2081], [23.3650, 0.4547, 2.4037], [21.6929, -1.2777, 2.6159], [23.9961, 2.2744, 4.9514], [25.4535, 3.1778, -1.3289], [22.7016, -2.7113, 3.4491], [23.6314, -1.4290, 1.6322], [25.3477, 3.2741, -4.8806], [25.4310, 2.7049, 1.8202], [26.5633, 5.5160, 7.4184], [29.9134, 4.0401, -0.8434], [26.8668, 5.0576, 0.8682], [27.0676, 2.6307, -3.0569], [22.8171, -0.7043, 1.7844], [26.1863, 6.3171, -3.2188], [25.2325, -1.0634, 4.8212], [27.3458, 5.8019, 0.4570], [21.3841, 4.5518, 3.7188], [23.9280, 0.1283, 3.1215], [21.0160, -1.9131, 2.0338], [28.2329, 4.1179, -1.4105], [26.6952, 5.4119, 5.2690]], "lowdin_charge": [0.118, 0.084, 0.092, 0.075, 0.093, 0.052, -0.083, -0.085, 0.073, 0.071, -0.097, 0.061, 0.119, 0.123, 0.081, -0.201, -0.238, 0.071, 0.076, 0.025, 0.076, 0.078, 0.125, 0.083, -0.080, 0.107, 0.092, 0.114, 0.109, 0.110, 0.115, -0.213, 0.117, 0.119, -0.072, -0.075, 0.102, -0.065, 0.059, 0.070, 0.040, -0.078, -0.065, 0.121, 0.122, 0.109, 0.083, -0.111, 0.047, -0.109, -0.334, 0.056, -0.085, -0.065, 0.114, -0.254, -0.075, -0.307, -0.073, 0.117, 0.075, -0.234, 0.113, -0.263, -0.084, -0.234, -0.081, 0.043, 0.080, 0.122, 0.113, -0.254, 0.071, 0.118, 0.044, 0.069, -0.229, -0.337, 0.107, -0.075, 0.111, 0.037, 0.119, 0.103, -0.269], "charge": 0, "orbital_gap_ev": 9.13, "relative_energy_kj_mol": 0.0, "fmax_ev_per_a": 1.3}



2.
{"formula": "C18H54O18", "method": "ωB97M-V/def2-TZVPD", "species": ["O", "C", "O", "H", "C", "H", "H", "O", "O", "H", "H", "H", "H", "C", "H", "H", "O", "H", "O", "H", "O", "O", "H", "H", "O", "H", "H", "H", "H", "H", "C", "O", "H", "C", "O", "H", "C", "H", "H", "H", "C", "O", "H", "H", "H", "H", "H", "H", "H", "C", "O", "H", "H", "H", "C", "H", "H", "H", "H", "C", "C", "H", "H", "O", "H", "H", "O", "C", "H", "O", "C", "C", "H", "C", "H", "H", "H", "O", "H", "C", "H", "H", "H", "C", "H", "H", "H", "O", "C", "H"], "positions_angstrom": [[0.6890, 3.8330, -2.1254], [-1.5173, 4.7167, -3.0718], [-4.5031, 3.9668, 2.0599], [0.8210, -4.3643, 5.3570], [3.3097, -0.4054, 3.4728], [3.5521, 0.6535, 3.3839], [-3.9079, 2.2815, -3.4091], [3.7318, -1.4008, -2.4016], [4.2152, -3.8272, -1.6038], [-1.2297, 4.3345, 1.1757], [0.4881, 5.4733, -3.3510], [2.8472, -2.8133, -3.5108], [-4.9492, -2.3929, 0.4027], [3.1245, -1.7668, -3.6381], [-2.8872, 5.9988, 2.7837], [0.8024, -4.2460, 2.8099], [0.7717, -1.2033, -2.8957], [-0.4501, -0.6509, -0.3487], [2.7075, -4.1955, 3.3938], [2.6468, -5.1850, -1.6762], [4.0628, -2.3371, 4.6560], [-2.2578, 4.2053, -1.9791], [-4.1084, 2.6430, -5.7329], [3.8029, -3.0647, 0.5229], [2.8891, -3.0197, 0.8138], [-3.6435, -1.9834, -0.5542], [2.9459, -1.6723, 1.9125], [-4.2456, 0.8747, -4.4321], [0.3263, -0.7440, 1.2212], [2.0464, 0.1904, -3.8783], [-3.5168, 1.6543, -4.2102], [-1.7628, -0.0345, -4.3753], [2.1000, -0.2356, 0.3028], [-0.3989, 1.2808, 0.7713], [1.6488, -2.5995, 5.5219], [-2.6316, 5.1078, 0.5029], [0.8207, -3.4561, 4.7543], [-6.3008, -0.8194, -0.3946], [-3.1564, -0.9042, 1.5171], [0.4423, 1.7604, 1.2717], [-4.4702, -1.5113, -0.0233], [-5.4932, -0.9575, -0.8949], [1.5890, -3.1505, -0.7760], [-1.1665, 1.2602, 1.5449], [-3.1369, 2.7572, 1.0202], [-2.0451, 5.6229, -3.3689], [-1.7023, 3.5284, -1.5855], [-5.8451, -0.2777, 1.8498], [4.7924, -4.4616, -2.0351], [-3.1146, 3.5131, 1.8052], [-4.9578, -0.5174, 2.1269], [-0.0722, 5.7791, -1.7726], [1.4098, -1.0869, -4.8723], [1.4556, -4.4648, 0.4581], [4.4058, -1.0925, 4.2171], [1.1098, -0.9847, -2.0242], [3.8926, -2.2507, -1.9851], [1.3920, 3.7705, -2.7762], [5.3289, -1.2911, 3.6725], [1.8280, -0.8775, -3.8878], [-4.0555, -0.4621, 1.0878], [-1.4333, 1.7401, -3.5242], [-0.2006, -3.0787, 4.7053], [-3.2600, 2.4086, -5.3496], [-0.0854, 2.1468, -0.9660], [4.5571, -0.5674, 5.1602], [1.4398, 0.1040, -0.3058], [-2.2359, 4.6742, 1.4214], [-3.8500, 0.5296, 0.6849], [-0.8014, 2.0062, -0.3421], [-0.0642, 5.0027, -2.5376], [3.2495, -4.6132, -0.9706], [2.3538, -0.6081, 3.9559], [0.1684, -0.0976, 0.3579], [3.3655, -3.5445, 3.6486], [1.3631, -2.7173, 2.7444], [-4.4218, 4.8131, 2.5056], [3.2958, -0.7949, 2.0833], [2.4958, -2.6760, 5.0765], [1.4293, -3.5819, 3.4049], [-2.6274, 3.0627, 2.6700], [-2.5005, 0.5807, -2.6807], [3.9501, -1.5672, -4.3212], [2.1287, -3.8154, -0.1016], [4.7281, -2.7582, 5.2051], [-1.1426, -0.5400, -3.8448], [-1.6067, 4.0370, -3.9192], [-2.0598, 5.7101, 2.3917], [-2.2864, 1.0701, -3.6308], [3.5819, -5.4233, -0.3214]], "lowdin_charge": [-0.070, -0.210, -0.065, 0.121, -0.176, 0.132, 0.115, -0.097, -0.054, 0.117, 0.108, 0.107, 0.109, -0.208, 0.067, 0.114, -0.107, 0.112, -0.056, 0.115, -0.095, -0.082, 0.089, 0.096, -0.112, 0.107, 0.011, 0.128, 0.109, 0.110, -0.272, -0.079, 0.053, -0.236, -0.079, 0.111, -0.228, 0.068, 0.110, 0.122, -0.192, -0.085, 0.105, 0.107, 0.097, 0.119, 0.034, 0.088, 0.126, -0.201, -0.052, 0.117, 0.109, 0.118, -0.230, 0.020, 0.003, 0.087, 0.138, -0.150, -0.254, 0.111, 0.121, -0.045, 0.066, 0.134, -0.080, -0.251, 0.108, -0.071, -0.187, -0.206, 0.124, -0.188, 0.031, 0.101, 0.052, -0.084, 0.000, -0.268, 0.113, 0.120, 0.113, -0.125, 0.141, 0.040, 0.096, -0.057, -0.237, 0.121], "charge": 0, "orbital_gap_ev": 9.44, "relative_energy_kj_mol": 297.2, "fmax_ev_per_a": 4.4}



3.
{"formula": "C18H54O18", "method": "ωB97M-V/def2-TZVPD", "species": ["H", "H", "H", "H", "H", "C", "H", "H", "H", "C", "H", "O", "O", "H", "O", "H", "O", "H", "H", "H", "C", "C", "H", "H", "H", "C", "H", "H", "H", "H", "H", "H", "C", "H", "C", "C", "O", "C", "H", "H", "C", "C", "O", "H", "H", "C", "O", "C", "O", "O", "C", "H", "O", "H", "O", "H", "H", "H", "H", "H", "H", "O", "H", "H", "C", "H", "O", "O", "H", "H", "O", "C", "H", "H", "H", "O", "O", "H", "H", "H", "C", "H", "H", "H", "H", "C", "H", "O", "H", "H"], "positions_angstrom": [[-3.1941, 0.2423, 4.2033], [-4.6459, 0.5406, -5.4409], [1.9671, 1.4704, -0.6177], [-0.4219, 1.0916, 6.6193], [0.3108, 1.2703, -1.1493], [-2.3398, -0.2925, 3.7669], [-2.5528, 0.2211, 1.6367], [2.3693, 1.7968, 6.3143], [1.4085, -0.5160, 1.0838], [1.6352, 2.0314, 4.5425], [3.4239, -0.8377, 4.3158], [6.1963, -1.1979, -2.0387], [0.3976, 1.2946, 1.4868], [0.3987, -3.5494, -5.8943], [0.7910, -1.5060, 3.4644], [-0.2908, 2.6971, 5.2965], [-3.9325, -1.1424, 2.1813], [3.6425, -3.0095, 2.6135], [-2.6147, -3.1617, 0.5737], [-0.4794, 1.5469, 1.1792], [1.1638, -3.1271, -3.9037], [-2.6220, -0.6221, 2.3292], [4.4024, -0.6230, -1.1949], [-0.8773, 5.7199, 2.7021], [2.0266, -2.6626, 4.6239], [0.1633, 1.8117, 4.8370], [6.5614, -0.3662, -1.7073], [2.8421, -1.6545, 1.8531], [-3.7988, 5.9193, 0.7597], [0.0533, -4.7979, -4.7625], [4.2558, -1.8628, -2.3938], [1.9626, -2.4306, -4.1795], [4.5208, 0.0730, -3.2543], [-0.3765, 1.4983, 3.9422], [-2.9294, -3.2116, -0.4703], [1.1608, 0.7423, -0.7077], [-1.2101, -1.6357, -1.0116], [0.7112, 0.1847, 0.6274], [4.4231, 2.0089, -2.6957], [0.8779, -0.4173, -2.3052], [4.8105, -0.9492, -2.1579], [0.8389, -4.0876, -5.0412], [-2.2488, -4.3328, -1.1049], [-1.0204, 4.4187, 0.8650], [-0.1445, 5.9368, 0.4974], [3.0922, -2.0880, 2.8250], [-1.5049, 6.0265, 2.0435], [-2.5686, -1.9614, -1.2112], [3.9204, -1.2591, 3.6115], [2.3458, 2.5174, 5.6727], [-2.1561, 5.8223, -0.2579], [-1.8001, -1.2587, 1.9786], [0.0381, -2.4687, -3.3446], [3.4456, 0.2456, -3.3368], [2.0362, -4.7754, -5.3875], [-1.5391, 0.4309, 3.9523], [-0.1990, -0.4015, 0.4634], [-2.1806, 6.9068, -0.4231], [-0.6526, -1.9342, -1.7486], [-3.9795, -3.5050, -0.4781], [2.2673, -4.4922, -6.2762], [-4.7213, 1.2245, -4.7720], [-0.9037, 1.2709, -3.9865], [1.8087, 2.7894, 3.7782], [-1.1138, 5.5085, 0.7722], [-2.6959, -1.9729, -2.2978], [-3.4397, 5.3447, 0.0776], [-1.4104, 1.2434, -3.1655], [-1.4399, -4.4603, -0.6005], [-3.2282, -1.1695, -0.8298], [-2.2116, -1.5516, 4.4848], [-2.7165, 0.7685, -3.4044], [-2.9094, -1.4260, 5.1338], [4.9747, -0.1215, -4.2239], [-2.8455, 1.9316, -5.2835], [0.0049, 0.7839, 5.8231], [1.5194, -0.3073, -1.5991], [-3.1886, 0.8687, -2.4275], [1.5984, -3.7457, -3.1155], [0.5148, -1.2774, 4.3546], [1.8195, -2.5088, 3.5648], [1.4144, -3.3879, 3.0555], [-3.4823, 2.6581, -3.8873], [-1.8559, 5.4071, -1.2200], [-0.4270, -1.9805, -4.0337], [-3.4585, 1.6903, -4.4007], [-2.9185, -0.2411, -3.7923], [5.0852, 1.3285, -2.8105], [2.0211, 1.0966, 4.1205], [-3.9753, -2.0921, 2.3186]], "lowdin_charge": [0.127, 0.089, 0.118, 0.086, 0.108, -0.220, 0.119, 0.081, 0.093, -0.239, 0.067, -0.058, -0.070, 0.121, -0.078, 0.129, -0.056, 0.118, 0.108, 0.072, -0.220, -0.254, 0.116, 0.081, 0.126, -0.229, 0.086, 0.098, 0.086, 0.125, 0.112, 0.121, -0.217, 0.072, -0.209, -0.221, -0.084, -0.217, 0.072, 0.050, -0.259, -0.247, -0.077, 0.113, 0.120, -0.241, -0.068, -0.249, -0.057, -0.059, -0.269, 0.111, -0.078, 0.097, -0.051, 0.064, 0.087, 0.121, 0.042, 0.121, 0.087, -0.042, 0.091, 0.123, -0.249, 0.108, -0.052, -0.059, 0.077, 0.117, -0.060, -0.255, 0.079, 0.116, 0.120, -0.071, -0.074, 0.124, 0.134, 0.058, -0.204, 0.117, 0.124, 0.119, 0.102, -0.272, 0.108, -0.087, 0.105, 0.082], "charge": 0, "orbital_gap_ev": 9.58, "relative_energy_kj_mol": 218.9, "fmax_ev_per_a": 1.9}



E_HOMO (computed, eV): -9.00 -9.32 -9.81